No. 1
11 unconnected molecules or ions with the total composition C10H40NO12, computed with ωB97M-V/def2-TZVPD.

HOMO (spin up / spin down), eV: 2.16 / -0.10
LUMO energy (spin up / spin down), eV: 4.5897 / 4.4948
2S+1: 2
Total charge: -2
Frontier orbital gap (spin up / spin down), eV: 2.43 / 4.59

Each line ends with the natural charge from an NBO analysis.
CARTESIAN COORDINATES (ANGSTROEM)
N  -23.893666  5.285805  -19.416213  -0.930
H  -23.936435  4.666065  -18.619845  0.445
H  -23.874714  6.251092  -19.119642  0.470
H  -24.690117  5.113103  -20.012818  0.425
H  -23.068800  5.146939  -19.982261  0.438
C  -24.241232  8.240036  -17.590184  0.913
O  -24.914387  9.128291  -17.048617  -0.896
O  -23.377145  7.709315  -16.888795  -0.912
O  -24.321709  8.018891  -18.786096  -0.952
O  -21.510969  4.643780  -20.536589  -1.023
H  -20.624161  4.824854  -20.848040  0.474
H  -21.804306  3.901917  -21.065570  0.489
O  -26.427662  5.351465  -20.472780  -0.967
H  -27.085517  5.783024  -19.927614  0.507
H  -26.688437  5.556026  -21.370769  0.473
O  -23.988294  3.108742  -17.825217  -1.067
H  -23.199696  2.732149  -17.434656  0.471
H  -24.711157  2.683250  -17.364077  0.467
O  -27.257848  7.265988  -18.430020  -1.022
H  -26.322287  7.418671  -18.562830  0.526
H  -27.616962  8.131569  -18.234970  0.489
O  -22.566947  9.376453  -20.792613  -0.989
H  -23.076780  8.796421  -20.227048  0.529
H  -21.738080  9.495966  -20.329020  0.474
O  -21.827189  5.462456  -16.704057  -1.008
H  -22.211590  4.994601  -15.962723  0.442
H  -22.389999  6.227541  -16.822919  0.520
C  -23.814538  6.828184  -22.642095  -0.654
C  -23.582379  7.894801  -23.733921  0.101
C  -24.822496  8.682626  -23.971073  -0.629
O  -22.448195  8.716098  -23.401299  -0.769
H  -22.880443  6.385837  -22.295856  0.233
H  -24.565349  6.092000  -22.929190  0.186
H  -24.148441  7.370085  -21.757252  0.223
H  -23.329617  7.398563  -24.670914  0.151
H  -25.029462  9.334204  -23.122136  0.216
H  -25.721055  8.078094  -24.094519  0.195
H  -24.745722  9.332784  -24.842569  0.195
H  -22.534685  9.156900  -22.552883  0.504
C  -28.538183  4.657728  -14.769192  -0.626
C  -27.309356  4.778976  -15.675009  0.093
C  -27.484965  4.299527  -17.131891  -0.666
O  -26.796162  6.081075  -15.626300  -0.706
H  -28.204740  4.688029  -13.731894  0.207
H  -28.969500  3.660616  -14.857677  0.185
H  -29.245410  5.422064  -15.091266  0.204
H  -26.492425  4.259628  -15.174015  0.154
H  -28.317932  4.813076  -17.612024  0.206
H  -27.548602  3.211584  -17.152442  0.199
H  -26.695448  4.635445  -17.804137  0.230
H  -27.102198  6.458329  -16.454320  0.486
C  -24.627798  1.618786  -23.566674  -0.771
C  -24.517554  2.588522  -22.402821  -0.001
C  -25.287595  2.129830  -21.199737  -0.760
O  -23.205575  2.853721  -22.085101  -0.925
H  -23.877688  1.849935  -24.322977  0.208
H  -25.630716  1.710663  -23.983589  0.191
H  -24.352997  0.603635  -23.280203  0.196
H  -24.839237  3.585440  -22.704117  0.162
H  -25.077789  2.782708  -20.352494  0.220
H  -25.087177  1.098125  -20.910736  0.196
H  -26.362193  2.167144  -21.378517  0.191
H  -22.703582  2.048006  -21.942168  0.389

Forces on atoms 1 to 3 (eV/Å):
0.0055 -0.3835 -0.7029
0.3702 -0.3544 0.3514
-0.4411 1.9730 0.6292

No. 2
A molecular structure, C23H22ClN2OPPdS4, computed with ωB97M-V/def2-TZVPD.

HOMO (spin up / spin down), eV: -13.29 / -14.50
LUMO energy (spin up / spin down), eV: -5.4473 / -8.7292
2S+1: 5
Total charge: +2
Frontier orbital gap (spin up / spin down), eV: 7.85 / 5.77
Relative energy (zero: lowest compared OMol25 entry of this formula, charge and spin), kcal per mole: 5.0

Each line ends with the natural charge from an NBO analysis.
CARTESIAN COORDINATES (ANGSTROEM)
Pd  0.751235  -0.877391  1.171111  0.788
O  -2.361414  -7.075456  1.696777  -0.445
C  -1.779128  -6.050220  1.657344  0.231
S  -0.427519  -5.708247  0.525307  0.431
C  -0.127044  -4.099696  1.073205  -0.407
C  -0.936053  -3.613314  2.114899  -0.398
S  -0.747505  -2.067095  2.785188  -0.005
S  -2.142807  -4.660742  2.747141  0.441
S  1.121264  -3.217849  0.363762  0.039
N  2.321014  -0.890663  2.729228  -0.790
C  2.310722  0.406638  3.442392  -0.242
C  0.887349  0.728137  3.855710  -0.248
N  0.050835  0.882346  2.644007  -0.822
H  2.100440  -1.656923  3.362093  0.410
H  3.239943  -1.081821  2.339693  0.408
H  2.686028  1.162473  2.747471  0.208
H  2.976686  0.390591  4.307259  0.235
H  0.853986  1.618099  4.486774  0.232
H  0.477567  -0.098204  4.439335  0.220
H  0.174459  1.806495  2.241776  0.391
H  -0.936159  0.793596  2.868563  0.407
Cl  2.946647  -0.623874  -0.456159  0.053
C  2.631687  0.574460  -1.698870  -0.002
C  3.638443  0.836185  -2.604036  -0.212
C  3.412932  1.802870  -3.577244  -0.129
C  2.206702  2.484969  -3.631540  -0.207
C  1.206097  2.202182  -2.716701  -0.096
C  1.400267  1.221568  -1.738274  -0.462
P  0.070949  0.813006  -0.606919  1.174
C  -1.066933  2.180938  -0.525375  -0.354
C  -2.338161  2.107572  -1.098576  -0.205
C  -3.165640  3.218276  -1.056707  -0.178
C  -2.735176  4.387974  -0.445668  -0.143
C  -1.469558  4.464464  0.125158  -0.194
C  -0.634799  3.362641  0.088334  -0.211
C  -0.761220  -0.673561  -1.151300  -0.466
C  -1.864478  -1.127136  -0.405072  -0.183
C  -2.501933  -2.304152  -0.761590  -0.211
C  -2.049595  -3.026496  -1.856812  -0.129
C  -0.963493  -2.576901  -2.608000  -0.202
C  -0.312557  -1.412594  -2.258397  -0.109
H  4.579074  0.309284  -2.547100  0.256
H  4.194628  2.025270  -4.290287  0.252
H  2.042992  3.237789  -4.388994  0.251
H  0.265353  2.733771  -2.765945  0.230
H  -2.676426  1.202068  -1.584022  0.235
H  -4.146304  3.171710  -1.508416  0.245
H  -3.387891  5.249583  -0.418769  0.247
H  -1.136178  5.381103  0.590027  0.245
H  0.364113  3.434852  0.505669  0.218
H  -2.238168  -0.547226  0.432985  0.237
H  -3.355130  -2.648575  -0.192968  0.245
H  -2.551656  -3.941076  -2.141435  0.246
H  -0.633632  -3.141260  -3.468706  0.249
H  0.535152  -1.070454  -2.837303  0.227

Forces on atoms 1 to 3 (eV/Å):
-0.2006 -0.3990 0.3468
-0.0797 -0.0484 -0.0397
0.1380 0.0392 0.0882

No. 3
2 unconnected molecules or ions with the total composition C3H5NO2, computed with ωB97M-V/def2-TZVPD.

HOMO (spin up / spin down), eV: -9.58 / -9.58
LUMO energy (spin up / spin down), eV: -0.9130 / -0.9122
2S+1: 1
Total charge: 0
Frontier orbital gap (spin up / spin down), eV: 8.67 / 8.67
Relative energy (zero: lowest compared OMol25 entry of this formula, charge and spin), kcal per mole: 161.7

Each line ends with the natural charge from an NBO analysis.
CARTESIAN COORDINATES (ANGSTROEM)
O  -0.937726  -2.026507  0.995174  -0.361
N  0.071249  -1.275632  1.128147  0.152
C  0.088049  -0.531623  -0.030659  -0.269
C  1.232039  0.422615  -0.376832  -0.074
O  0.360476  1.569576  -0.342468  -0.526
C  -0.789657  0.773578  -0.075763  -0.029
H  -0.926055  -1.535471  -0.259737  0.350
H  1.665146  0.285577  -1.375923  0.190
H  2.037446  0.482902  0.370922  0.194
H  -1.288205  1.019126  0.870864  0.188
H  -1.512762  0.815859  -0.903724  0.185

Forces on atoms 1 to 3 (eV/Å):
0.2544 -0.0753 0.3102
-0.3816 0.2287 -0.0973
-0.1532 -0.1205 -0.1867

Molar mass per entry: 366.42 643.56 87.08 g mol⁻¹